DFT (ωB97M-V/def2-TZVPD) results for a 3-piece molecular cluster, C37H30BClF3N2O11 overall.

LUMO: 0.22 eV
charge: -1
energy relative to the best compared isomer or geometry (same formula, charge and spin): 235.5 kJ/mol
DFT total energy: -3149.791827 Ha
Kohn-Sham gap: 5.15 eV

```
85
Properties=species:S:1:pos:R:3:forces:R:3
C 7.355445 -3.939587 1.130630 -0.5 0.6 0.8
C 5.903172 -3.511743 0.496429 1.7 -1.2 0.4
C 4.799094 -4.034556 1.528165 0.7 1.7 -0.3
Cl 4.920166 -5.881122 1.541656 -0.2 1.2 -0.1
C 3.278317 -3.512398 1.206709 1.9 0.5 2.6
C 3.268313 -1.916738 0.881575 0.5 -0.9 -0.1
O 3.766315 -1.255982 2.112502 0.7 -1.6 -1.6
N 3.510720 0.089070 1.922687 -3.1 0.1 1.9
O 2.483707 0.295115 2.513304 1.9 1.3 -1.2
C 2.547721 -3.595144 2.667605 -4.8 0.6 4.2
O 2.930521 -4.400583 3.585414 0.3 1.5 -3.3
O 1.416749 -2.822104 2.961308 4.4 -2.7 -3.0
N 2.719525 -4.372977 0.179174 -0.8 1.6 -1.5
C 1.708907 -5.360756 0.561858 -0.7 -2.2 -0.5
C 0.208146 -4.840397 0.761709 0.6 0.8 1.0
O -0.277300 -5.354100 2.038338 0.4 0.4 -1.1
C -0.865758 -5.283157 -0.325625 -2.5 0.0 0.5
F -1.182839 -4.267456 -1.291515 1.1 -2.7 2.0
F -0.634552 -6.512864 -0.980447 -0.3 2.8 1.0
F -2.111427 -5.467604 0.381553 2.5 0.3 -2.0
B 2.768054 -3.963540 -1.217053 -0.5 -0.6 -1.2
O 3.842443 -3.270234 -1.910247 -2.0 0.3 1.5
O 1.633791 -4.336933 -2.079199 1.7 -0.5 1.0
H 7.973353 -2.978257 1.294052 -0.6 -1.7 -0.5
H 7.190494 -4.369070 2.187965 0.3 0.5 -1.7
H 7.895509 -4.725828 0.509416 -0.6 1.2 0.8
H 5.962141 -2.371907 0.391862 -0.6 -1.7 0.1
H 5.876325 -4.047853 -0.526068 -0.5 1.2 1.6
H 5.149140 -3.694050 2.574343 -0.9 -0.7 -1.7
H 2.193868 -1.572804 0.687743 1.4 -0.7 0.3
H 4.004892 -1.619203 0.065831 -1.3 -0.5 0.7
H 1.715839 -6.173644 -0.264030 -0.1 1.3 1.3
H 1.980767 -5.955792 1.515432 -0.2 1.4 -1.4
H 0.218557 -3.682754 0.782209 -0.1 -1.8 -0.1
H 0.275876 -4.996653 2.770704 -0.1 0.3 -0.9
H 3.422112 -2.494864 -2.352491 0.6 -1.0 0.1
H 1.798000 -5.207202 -2.498407 -0.2 0.8 0.2
C 0.068163 2.202091 -0.480368 0.1 0.0 -0.1
C -0.931774 2.879896 -1.174203 0.1 0.0 -0.2
C -0.727361 3.260145 -2.496227 -0.1 0.0 0.2
C 0.484479 2.973640 -3.125445 -0.1 0.0 0.3
C 1.495021 2.316068 -2.422389 -0.3 0.0 0.2
C 1.279654 1.920673 -1.101387 -0.1 0.0 0.1
C 2.803238 2.049323 -3.061958 0.6 -0.5 0.6
O 3.685485 1.471677 -2.450701 -0.2 0.1 -0.2
C 3.026706 2.502936 -4.453819 0.2 0.1 -0.4
C 4.273488 2.310041 -5.050679 0.1 0.0 -0.2
C 4.488574 2.720802 -6.361932 -0.1 0.0 0.2
C 3.457467 3.316877 -7.084723 -0.1 0.0 0.2
C 2.215753 3.515784 -6.491857 0.2 0.0 -0.2
C 2.001027 3.117678 -5.171395 0.3 0.0 -0.3
C 0.686012 3.366288 -4.537889 -0.8 0.4 -0.4
O -0.215739 3.892095 -5.169336 0.3 -0.1 0.1
H -0.095395 1.897400 0.548425 0.1 0.0 -0.1
H -1.872600 3.110063 -0.684146 0.1 0.0 -0.1
H -1.512213 3.783340 -3.033194 0.2 -0.1 -0.1
H 2.056279 1.396752 -0.552881 0.0 0.1 -0.2
H 5.080305 1.843371 -4.494324 -0.2 0.0 0.1
H 5.460524 2.574440 -6.822295 -0.1 0.0 0.1
H 3.623682 3.630716 -8.110382 0.0 0.0 0.1
H 1.417718 3.985041 -7.058388 0.0 -0.1 0.2
C -6.152856 6.559341 4.247923 0.0 -0.2 -0.1
C -6.869802 5.872000 5.224889 0.0 -0.2 -0.1
C -7.141618 4.517752 5.065727 0.0 0.2 0.1
C -6.706898 3.848430 3.921478 0.0 0.4 0.1
C -6.010251 4.542341 2.932143 -0.1 0.3 0.3
C -5.723850 5.897549 3.103016 -0.1 0.2 0.2
C -5.586151 3.855604 1.690314 0.5 0.4 -0.7
O -4.973918 4.461026 0.826817 -0.1 -0.1 0.2
C -5.924640 2.426174 1.510484 -0.1 -0.3 -0.2
C -5.582421 1.780604 0.321686 0.0 -0.2 -0.1
C -5.884284 0.434012 0.148610 0.0 0.2 0.1
C -6.520466 -0.274882 1.165235 0.0 0.2 0.1
C -6.868304 0.365958 2.349149 0.0 -0.1 -0.2
C -6.579557 1.720725 2.520201 0.0 -0.3 -0.2
C -6.985681 2.402165 3.769484 -0.4 -0.6 0.7
O -7.546643 1.784441 4.658535 0.1 0.2 -0.2
H -5.933107 7.614313 4.377121 0.0 -0.1 0.0
H -7.215189 6.392311 6.112485 0.0 -0.1 -0.1
H -7.696063 3.986310 5.832659 0.1 -0.1 -0.2
H -5.170444 6.439568 2.342896 -0.1 -0.2 0.0
H -5.083712 2.325263 -0.473804 -0.1 0.1 0.2
H -5.621557 -0.064602 -0.778803 0.0 0.1 0.1
H -6.749161 -1.327370 1.032569 0.0 0.1 0.0
H -7.368022 -0.190499 3.135588 0.1 0.2 0.0
```
Positions in Å, forces in eV/Å.

DFT (ωB97M-V/def2-TZVPD) results for one molecule with the formula C10H13N3.

LUMO: 0.35 eV
SMILES: Cc1ccnnc(C)cc(C)nc1
energy relative to the best compared isomer or geometry (same formula, charge and spin): 498.4 kJ/mol
DFT total energy: -552.927704 Ha
Kohn-Sham gap: 8.67 eV

```
26
Properties=species:S:1:pos:R:3:forces:R:3
C 1.010014 0.822030 2.212802 -0.4 0.1 0.2
C -1.510254 -0.379960 -1.475016 -2.4 0.8 -0.3
C -0.400004 1.338244 2.475088 1.3 -1.4 -0.8
C 1.641882 0.625965 1.064356 -1.3 3.1 -1.2
C -1.864337 -0.265792 -0.049361 -0.4 -0.2 0.2
C -0.278844 -0.104949 -1.848045 0.4 1.0 -1.8
C 0.825564 1.100989 -0.117833 3.0 -6.0 -0.8
C 2.955201 -0.013062 0.920157 -1.0 -0.8 1.6
C -2.309548 -1.542511 0.581151 2.1 1.2 4.8
C 0.080883 -0.194714 -3.307130 -1.3 -0.3 0.7
N -1.471107 1.177616 1.771280 -0.4 0.6 2.3
N 0.730473 0.171431 -0.998081 1.6 0.3 0.9
N -1.558175 0.825790 0.530426 0.8 -0.2 -1.3
H 1.654215 0.504598 3.019164 -0.6 0.0 1.0
H -2.235572 -0.500012 -2.322488 0.5 -0.6 1.3
H -0.471113 1.717421 3.484726 -0.7 0.2 0.0
H 0.177243 1.847634 -0.112386 -2.4 3.7 0.3
H 3.818765 0.401513 1.394527 0.3 0.5 0.2
H 3.108457 -0.356556 -0.023379 0.9 0.1 -3.3
H 2.754813 -0.986759 1.292720 0.4 -1.1 1.4
H -3.248488 -1.831794 0.272239 -1.8 -1.0 -1.1
H -2.386849 -1.445847 1.785184 0.1 0.1 -2.7
H -1.492437 -2.250140 0.477987 -0.3 -0.5 -0.5
H -0.461921 0.503034 -3.903297 -0.4 0.8 -0.2
H -0.154928 -1.148278 -3.716730 -0.1 -1.0 -0.2
H 1.086069 -0.015892 -3.408060 2.5 0.4 -0.5
```
Positions in Å, forces in eV/Å.

DFT (ωB97M-V/def2-TZVPD) results for ClO4Tl as an isolated structure.

LUMO: -17.39 eV
charge: +2
energy relative to the best compared isomer or geometry (same formula, charge and spin): 0.0 kJ/mol
DFT total energy: -932.369735 Ha
Kohn-Sham gap: 4.54 eV

```
6
Properties=species:S:1:pos:R:3:forces:R:3
Tl 1.011176 -2.142127 -3.008616 0.1 -0.3 -0.4
Cl -0.236775 0.345311 0.554511 0.1 -2.0 -0.3
O -1.069388 1.518918 0.509379 0.1 1.3 0.5
O 0.965157 1.021682 1.052968 -0.3 1.0 0.3
O -0.624401 -0.535484 1.595716 0.0 0.2 0.0
O -0.045769 -0.208300 -0.703957 -0.1 -0.2 0.0
```
Positions in Å, forces in eV/Å.

DFT (ωB97M-V/def2-TZVPD) results for C9H10B3F20Li3O4 as an isolated structure.

LUMO: -2.30 eV
DFT total energy: -2745.287311 Ha
Kohn-Sham gap: 8.63 eV

```
49
Properties=species:S:1:pos:R:3:forces:R:3
Li 0.887803 -3.445923 2.068685 1.4 -0.1 -0.6
Li 1.685580 0.507204 2.764170 0.4 0.7 -0.6
Li -2.933340 -0.575639 2.350110 0.4 0.1 -0.4
B -0.112153 -1.037936 2.033617 0.9 -0.9 -1.0
F 0.229644 0.040362 1.259758 -0.1 0.1 0.6
F -0.363114 -2.149089 1.216396 -1.0 0.0 0.6
F 1.000379 -1.446311 2.819935 -0.2 0.8 0.5
F -1.194045 -0.719324 2.903650 -0.6 -0.1 -0.1
B 2.224116 3.389510 2.010954 0.2 1.0 0.3
F 3.571906 3.496777 1.693051 -0.3 -0.1 0.0
F 1.769714 2.065866 1.645187 0.0 -1.0 0.2
F 2.017363 3.480248 3.406163 0.0 -0.2 -0.2
F 1.439358 4.320236 1.324651 0.2 -0.4 0.2
B 3.734180 -4.224977 3.121178 0.4 -0.8 0.0
F 3.560211 -5.557711 2.686400 0.0 0.4 0.2
F 3.389011 -4.101034 4.470185 -0.1 0.1 -0.1
F 5.017719 -3.771681 2.860906 -0.3 0.1 0.0
F 2.791961 -3.429098 2.356756 -0.7 0.3 0.1
C 1.916934 0.046649 -2.738455 -0.4 -0.3 0.1
C 2.570048 -1.299282 -2.477581 0.2 1.0 -0.1
C 3.697522 -1.228859 -1.434273 0.3 -0.3 -0.2
O 3.386782 -2.299068 -0.527845 0.1 0.0 -0.1
C 2.158435 -2.757161 -0.772584 0.0 0.7 -0.1
O 1.545617 -3.480526 -0.051235 -0.4 -0.6 0.1
O 1.645212 -2.231599 -1.907113 0.1 -0.1 0.1
H 2.620330 0.698056 -3.255765 0.1 0.1 0.2
H 1.581377 0.481983 -1.795081 0.2 0.2 -0.1
H 1.039532 -0.037565 -3.382403 0.1 -0.2 0.0
H 2.961314 -1.667366 -3.427597 -0.2 -0.5 0.1
H 3.794952 -0.311540 -0.852983 -0.4 0.1 -0.1
H 4.661789 -1.396189 -1.915374 0.0 -0.3 0.2
C -3.162728 2.722594 -0.629863 0.5 -0.1 0.0
C -4.627246 3.025899 -0.863073 0.2 0.3 -0.6
C -5.573862 1.851280 -1.126785 -0.1 0.2 0.4
F -5.151890 1.133359 -2.183809 -0.2 0.0 0.0
F -5.586755 1.026312 -0.038118 0.2 -0.1 0.0
F -5.079981 3.697614 0.219452 -0.1 -0.1 0.2
F -4.772262 3.844393 -1.938242 0.1 0.0 0.0
O -2.618663 2.044477 -1.772193 -0.5 0.4 0.4
C -1.698640 1.088277 -1.528257 0.5 -0.4 -0.7
C -2.334192 -0.240649 -1.080525 -1.0 -0.1 -0.1
F -1.559506 -1.296111 -1.224414 0.4 0.0 0.3
F -2.736515 -0.166478 0.281006 0.3 0.0 0.2
F -1.161556 0.784741 -2.731631 -0.1 0.1 0.1
F -0.718458 1.496236 -0.719898 -0.1 0.0 0.2
H -3.066391 2.131896 0.280865 0.0 0.0 -0.1
H -2.599871 3.645569 -0.489108 -0.2 0.1 0.0
H -6.585192 2.234386 -1.271497 0.0 -0.1 -0.2
H -3.262428 -0.382808 -1.637371 0.1 0.0 0.0
```
Positions in Å, forces in eV/Å.

DFT (ωB97M-V/def2-TZVPD) results for an isolated ion of composition C8H14NO3 and charge +1.

LUMO: -3.27 eV
charge: +1
SMILES: [NH3+][C@H]1CC=C2OC[C@H](O)[C@H]2OC1
energy relative to the best compared isomer or geometry (same formula, charge and spin): 144.2 kJ/mol
DFT total energy: -593.361033 Ha
Kohn-Sham gap: 8.95 eV

```
26
Properties=species:S:1:pos:R:3:forces:R:3
C -0.977067 0.653586 1.592394 -0.2 -1.5 3.2
C -1.726336 0.259456 0.353798 -0.5 -0.4 -0.7
C 1.505566 0.365598 0.988068 0.6 -0.4 -1.7
C -0.993215 -1.531259 -2.519494 0.8 -0.7 -0.9
C 0.393354 1.376461 1.485981 1.4 -1.6 -1.5
C 0.232043 -1.173470 -0.454683 -3.2 3.0 -0.2
C 0.282640 -1.904310 -1.712185 -0.1 -0.5 -1.6
C -1.265988 -0.688356 -0.473870 2.6 1.6 1.3
N 0.387695 2.316123 0.279145 -2.8 0.9 0.2
O 1.145147 -0.114107 -0.322368 0.0 1.1 -0.9
O -1.878843 -1.110581 -1.547038 -2.5 -0.1 0.3
O 0.488852 -3.211447 -1.279177 -0.1 -2.6 -1.2
H -1.518693 1.279433 2.361406 -0.2 -0.7 -1.3
H -0.891974 -0.402483 2.189824 0.5 2.6 -1.0
H -2.756417 0.513639 0.123777 0.0 0.6 0.5
H 2.569616 0.684509 0.710594 -1.5 0.4 1.3
H 1.551360 -0.523421 1.572190 0.2 -0.3 1.2
H -0.887746 -0.680749 -3.255653 0.5 -0.9 0.7
H -1.411968 -2.394877 -3.051563 0.1 0.2 0.1
H 0.776424 1.877244 2.381745 -0.6 0.1 -0.2
H 0.353364 -1.823225 0.309238 0.5 -2.2 2.6
H 1.068816 -1.519731 -2.257928 2.2 0.4 -1.4
H -0.493356 3.001225 0.200824 2.1 -2.3 0.1
H 0.464602 1.567729 -0.513054 -0.1 1.5 0.7
H 1.162623 2.955020 0.388355 0.6 -0.1 -0.5
H 0.604039 -3.936580 -1.966980 -0.3 1.8 0.9
```
Positions in Å, forces in eV/Å.

DFT (ωB97M-V/def2-TZVPD) results for a 2-piece molecular cluster, C4H9N3 overall.

LUMO: 0.41 eV
SMILES: CC(C)=N.N#CN
energy relative to the best compared isomer or geometry (same formula, charge and spin): 111.7 kJ/mol
DFT total energy: -322.047794 Ha
Kohn-Sham gap: 9.65 eV

```
16
Properties=species:S:1:pos:R:3:forces:R:3
C 0.784419 1.080159 -0.233994 -0.1 -0.2 -0.3
C 1.684609 -1.286001 0.007346 0.1 -0.2 -0.1
C -2.029631 -0.351201 0.828366 0.5 -1.0 -0.1
C 0.956149 -0.294771 -0.840834 0.1 0.3 0.4
N -2.537241 0.849109 1.020166 -0.6 1.2 0.2
N -1.551221 -1.379431 0.628016 -0.1 -0.1 0.1
N 0.550669 -0.653791 -1.972934 -0.1 -0.5 -0.9
H -3.533911 0.934709 0.882266 0.1 0.0 0.1
H -2.163501 1.383139 1.792696 -0.1 -0.1 -0.1
H 0.033939 0.047819 -2.498254 0.0 0.3 0.3
H 1.641039 1.690829 -0.515144 0.1 0.1 0.1
H 0.750099 1.025339 0.850166 0.0 0.0 0.2
H -0.115001 1.561759 -0.609624 -0.1 0.1 0.0
H 0.976029 -1.681691 0.733256 0.0 0.0 0.2
H 2.043569 -2.109111 -0.609364 0.0 0.1 0.1
H 2.509989 -0.816861 0.537866 0.1 0.0 0.1
```
Positions in Å, forces in eV/Å.